No. 1
Here is a structure of composition C24H45IrNO3P2 in a non-equilibrium geometry from the OMol25 dataset. Energies are from ωB97M-V/def2-TZVPD.

```
76
C24H45IrNO3P2 (ωB97M-V/def2-TZVPD)
Ir -0.945 1.706 -1.142
C 1.424 2.043 -0.145
C 0.194 2.859 0.100
C 0.942 1.839 2.110
C 1.835 1.443 1.059
C -0.071 2.623 1.595
C 2.097 1.902 -1.449
H 1.557 2.468 -2.224
H 2.093 0.829 -1.728
H 3.142 2.257 -1.396
C 2.954 0.486 1.229
H 3.508 0.404 0.290
H 2.621 -0.534 1.486
H 3.647 0.778 2.031
C 1.128 1.435 3.539
H 1.525 2.225 4.191
H 1.828 0.596 3.630
H 0.162 1.132 3.954
C -1.254 3.088 2.325
H -1.144 4.062 2.818
H -1.498 2.350 3.096
H -2.089 3.188 1.626
C 0.038 4.224 -0.514
H 0.616 5.023 -0.026
H -1.015 4.522 -0.484
H 0.332 4.181 -1.568
C -1.243 -0.117 -1.941
C -0.991 0.919 -2.949
C -2.155 1.507 -3.709
C -3.148 2.288 -2.814
C -2.695 2.538 -1.383
C -2.798 1.410 -0.457
C -3.551 0.164 -0.927
C -2.632 -0.743 -1.757
H -2.686 0.762 -4.311
H -4.110 1.771 -2.887
H -1.733 2.226 -4.410
H -3.136 -0.972 -2.717
H -0.429 -0.837 -1.759
H -0.005 0.854 -3.452
H -2.524 -1.702 -1.228
H -3.927 -0.398 -0.049
H -2.803 1.570 0.613
H -4.431 0.402 -1.563
H -3.274 3.279 -3.241
H -2.760 3.553 -0.971
P 2.561 -2.318 -1.389
C 4.326 -2.259 -0.974
H 4.903 -2.890 -1.664
H 4.460 -2.635 0.051
H 4.704 -1.230 -1.028
C 2.108 -4.049 -1.135
H 2.676 -4.681 -1.831
H 1.032 -4.187 -1.304
H 2.360 -4.318 -0.101
C 2.379 -1.990 -3.165
H 1.313 -2.017 -3.436
H 2.918 -2.767 -3.718
H 2.794 -1.005 -3.425
P -1.875 -1.834 1.959
C -2.333 -1.279 3.626
H -2.909 -2.043 4.176
H -2.942 -0.371 3.466
H -1.429 -0.970 4.185
C -2.885 -3.288 1.527
H -3.933 -2.951 1.402
H -2.793 -4.045 2.326
H -2.563 -3.664 0.537
C -0.135 -2.352 2.266
H -0.016 -3.427 2.494
H 0.238 -1.771 3.128
H 0.509 -2.059 1.415
O 2.719 -2.190 3.668
N 3.361 -2.361 2.620
O 4.180 -3.272 2.441
O 1.679 -1.381 -0.609
```

Properties
Total charge = +2
⟨S²⟩ = 8.7734
Relative energy (zero: lowest compared OMol25 entry of this formula, charge and spin) = 44.1 kcal/mol
Orbital gap (alpha / beta) = 6.030 / 5.094 eV
Largest force on an atom = 5.4 eV/A
HOMO (alpha / beta) = -11.541 / -14.441 eV
Calculated total energy = -54644.004 eV
2S+1 = 6

Atomic partial charges in e from the Löwdin method, atoms 1 to 2: atom 1 (Ir): 1.3820, atom 2 (C): -0.1912

No. 2
Here is a structure of composition C38H65N10O10Zr in a non-equilibrium geometry from the OMol25 dataset. Energies are from ωB97M-V/def2-TZVPD.

```
124
C38H65N10O10Zr (ωB97M-V/def2-TZVPD)
Zr 2.456 3.983 -3.110
C 0.019 0.917 -1.610
C 0.971 1.894 -2.124
O 1.966 2.425 -1.480
O 0.895 2.451 -3.322
H 0.083 0.908 -0.519
H 0.307 -0.074 -1.977
H -0.973 1.155 -1.993
C -3.233 -0.969 -5.541
C -2.761 0.336 -5.584
C -1.395 0.567 -5.572
C -0.489 -0.478 -5.477
C -0.968 -1.795 -5.368
C -2.332 -2.016 -5.371
C -0.010 -2.929 -5.197
O -0.418 -3.975 -4.742
C 1.446 -2.689 -5.407
C 2.341 -3.747 -5.326
C 3.698 -3.478 -5.347
C 4.125 -2.180 -5.595
C 3.229 -1.140 -5.730
C 1.869 -1.366 -5.587
C 0.965 -0.199 -5.557
O 1.370 0.952 -5.654
H -4.290 -1.186 -5.544
H -3.461 1.124 -5.837
H -1.033 1.561 -5.816
H -2.667 -3.030 -5.167
H 1.947 -4.731 -5.103
H 4.414 -4.273 -5.189
H 5.180 -1.936 -5.638
H 3.583 -0.130 -5.880
C 4.870 3.620 -0.636
O 4.021 4.132 -1.466
N 6.169 3.974 -0.628
N 4.477 2.630 0.206
H 6.486 4.679 -1.266
H 6.757 3.307 -0.163
H 5.079 2.347 0.959
H 3.493 2.406 0.201
C 1.154 5.273 -0.301
O 1.654 5.043 -1.454
N 1.808 6.035 0.610
N -0.026 4.715 0.061
H 1.417 6.153 1.529
H 2.522 6.682 0.315
H -0.167 4.441 1.038
H -0.597 4.245 -0.620
C 0.054 6.132 -4.353
O 0.719 5.152 -3.825
N 0.453 6.707 -5.532
N -1.057 6.597 -3.773
H -0.216 7.196 -6.104
H 1.362 6.514 -5.904
H -1.137 6.532 -2.774
H -1.615 7.262 -4.279
C -0.251 2.207 3.598
O 0.112 1.232 2.906
N -1.350 2.232 4.431
N 0.479 3.427 3.580
H -1.499 3.025 5.023
H -1.740 1.321 4.622
H 0.313 4.122 4.287
H 1.348 3.463 3.084
C 4.107 -0.476 0.296
C 3.452 -1.532 1.194
C 2.686 -0.776 2.299
C 1.751 -1.709 3.072
C 0.726 -2.321 2.118
C 1.468 -3.126 1.017
N 2.586 -2.385 0.389
O 3.342 -3.232 -0.433
C 1.874 -4.457 1.635
C 0.450 -3.310 -0.119
C 4.563 -2.362 1.870
H 3.377 0.281 -0.028
H 4.358 -0.894 -0.696
H 5.065 -0.054 0.603
H 3.398 -0.562 3.104
H 2.183 0.155 2.045
H 1.165 -1.049 3.726
H 2.303 -2.392 3.709
H 0.135 -1.516 1.679
H 0.141 -3.020 2.713
H 2.051 -4.432 2.707
H 1.064 -5.187 1.517
H 2.720 -4.902 1.111
H -0.471 -3.761 0.266
H 0.127 -2.328 -0.483
H 0.841 -3.879 -0.960
H 5.004 -1.842 2.720
H 5.339 -2.603 1.144
H 4.175 -3.307 2.243
H 3.138 -2.912 -1.319
C -5.005 -0.177 2.318
C -4.394 -1.575 2.559
C -2.919 -1.424 2.881
C -2.592 -0.975 4.264
C -3.372 -1.845 5.250
C -4.867 -1.908 4.998
N -5.050 -2.299 3.632
O -6.420 -2.537 3.349
C -5.354 -3.079 5.856
C -5.550 -0.589 5.403
C -4.489 -2.409 1.324
H -4.748 0.120 1.291
H -4.771 0.606 3.031
H -6.092 -0.309 2.269
H -2.330 -2.314 2.661
H -2.626 -0.623 2.182
H -2.952 0.057 4.407
H -1.529 -0.936 4.507
H -3.224 -1.471 6.266
H -2.935 -2.848 5.190
H -4.796 -3.138 6.790
H -6.403 -2.930 6.126
H -5.270 -4.039 5.350
H -6.373 -0.520 4.676
H -6.076 -0.580 6.356
H -4.914 0.290 5.335
H -3.869 -3.295 1.491
H -4.083 -1.844 0.496
H -5.499 -2.784 1.183
H -6.542 -3.494 3.410
```

Properties
Total charge = +3
Relative energy (zero: lowest compared OMol25 entry of this formula, charge and spin) = 0.0 kcal/mol
Orbital gap = 1.195 eV
Largest force on an atom = 7.4 eV/A
HOMO = -12.532 eV
Calculated total energy = -77094.788 eV

Atomic partial charges in e from the Löwdin method, atoms 1 to 2: atom 1 (Zr): 2.2918, atom 2 (C): 0.0765

No. 3
Here is a cluster of 2 separate species, C8H5ClN2O2 in total in a non-equilibrium geometry from the OMol25 dataset. Energies are from ωB97M-V/def2-TZVPD.

```
18
C8H5ClN2O2 (ωB97M-V/def2-TZVPD)
C 2.177 -0.085 -1.492
C -2.612 -0.071 0.185
C -1.899 -0.758 -0.759
C -1.962 1.022 0.816
C -0.570 -0.461 -1.018
C -0.643 1.263 0.605
C 0.125 0.521 -0.252
C 1.567 0.592 -0.464
N 2.720 -0.751 -2.256
N 2.201 -0.981 1.114
O 1.387 -1.788 1.317
O 3.343 -0.805 1.490
Cl 2.603 1.834 0.317
H -3.678 -0.341 0.482
H -2.196 -1.714 -1.298
H -2.440 1.409 1.671
H 0.059 -1.065 -1.589
H -0.180 2.182 1.130
```

Properties
Relative energy (zero: lowest compared OMol25 entry of this formula, charge and spin) = 20.4 kcal/mol
Orbital gap (alpha / beta) = 7.872 / 7.105 eV
Largest force on an atom = 4.1 eV/A
HOMO (alpha / beta) = -9.818 / -8.719 eV
Calculated total energy = -27969.044 eV

Atomic partial charges in e from the Löwdin method, atoms 1 to 2: atom 1 (C): -0.3062, atom 2 (C): -0.0630

Q: The lowest relative energy (zero: lowest compared OMol25 entry of this formula, charge and spin) belongs to which entry?
A: C38H65N10O10Zr

Please write out number 3 again, unchanged.
Here is a cluster of 2 separate species, C8H5ClN2O2 in total in a non-equilibrium geometry from the OMol25 dataset. Energies are from ωB97M-V/def2-TZVPD.

```
18
C8H5ClN2O2 (ωB97M-V/def2-TZVPD)
C 2.177 -0.085 -1.492
C -2.612 -0.071 0.185
C -1.899 -0.758 -0.759
C -1.962 1.022 0.816
C -0.570 -0.461 -1.018
C -0.643 1.263 0.605
C 0.125 0.521 -0.252
C 1.567 0.592 -0.464
N 2.720 -0.751 -2.256
N 2.201 -0.981 1.114
O 1.387 -1.788 1.317
O 3.343 -0.805 1.490
Cl 2.603 1.834 0.317
H -3.678 -0.341 0.482
H -2.196 -1.714 -1.298
H -2.440 1.409 1.671
H 0.059 -1.065 -1.589
H -0.180 2.182 1.130
```

Properties
Relative energy (zero: lowest compared OMol25 entry of this formula, charge and spin) = 20.4 kcal/mol
Orbital gap (alpha / beta) = 7.872 / 7.105 eV
Largest force on an atom = 4.1 eV/A
HOMO (alpha / beta) = -9.818 / -8.719 eV
Calculated total energy = -27969.044 eV

Atomic partial charges in e from the Löwdin method, atoms 1 to 2: atom 1 (C): -0.3062, atom 2 (C): -0.0630

Q: Which of these has the highest calculated total energy?
A: C8H5ClN2O2

What did the first record say?
Here is a structure of composition C24H45IrNO3P2 in a non-equilibrium geometry from the OMol25 dataset. Energies are from ωB97M-V/def2-TZVPD.

```
76
C24H45IrNO3P2 (ωB97M-V/def2-TZVPD)
Ir -0.945 1.706 -1.142
C 1.424 2.043 -0.145
C 0.194 2.859 0.100
C 0.942 1.839 2.110
C 1.835 1.443 1.059
C -0.071 2.623 1.595
C 2.097 1.902 -1.449
H 1.557 2.468 -2.224
H 2.093 0.829 -1.728
H 3.142 2.257 -1.396
C 2.954 0.486 1.229
H 3.508 0.404 0.290
H 2.621 -0.534 1.486
H 3.647 0.778 2.031
C 1.128 1.435 3.539
H 1.525 2.225 4.191
H 1.828 0.596 3.630
H 0.162 1.132 3.954
C -1.254 3.088 2.325
H -1.144 4.062 2.818
H -1.498 2.350 3.096
H -2.089 3.188 1.626
C 0.038 4.224 -0.514
H 0.616 5.023 -0.026
H -1.015 4.522 -0.484
H 0.332 4.181 -1.568
C -1.243 -0.117 -1.941
C -0.991 0.919 -2.949
C -2.155 1.507 -3.709
C -3.148 2.288 -2.814
C -2.695 2.538 -1.383
C -2.798 1.410 -0.457
C -3.551 0.164 -0.927
C -2.632 -0.743 -1.757
H -2.686 0.762 -4.311
H -4.110 1.771 -2.887
H -1.733 2.226 -4.410
H -3.136 -0.972 -2.717
H -0.429 -0.837 -1.759
H -0.005 0.854 -3.452
H -2.524 -1.702 -1.228
H -3.927 -0.398 -0.049
H -2.803 1.570 0.613
H -4.431 0.402 -1.563
H -3.274 3.279 -3.241
H -2.760 3.553 -0.971
P 2.561 -2.318 -1.389
C 4.326 -2.259 -0.974
H 4.903 -2.890 -1.664
H 4.460 -2.635 0.051
H 4.704 -1.230 -1.028
C 2.108 -4.049 -1.135
H 2.676 -4.681 -1.831
H 1.032 -4.187 -1.304
H 2.360 -4.318 -0.101
C 2.379 -1.990 -3.165
H 1.313 -2.017 -3.436
H 2.918 -2.767 -3.718
H 2.794 -1.005 -3.425
P -1.875 -1.834 1.959
C -2.333 -1.279 3.626
H -2.909 -2.043 4.176
H -2.942 -0.371 3.466
H -1.429 -0.970 4.185
C -2.885 -3.288 1.527
H -3.933 -2.951 1.402
H -2.793 -4.045 2.326
H -2.563 -3.664 0.537
C -0.135 -2.352 2.266
H -0.016 -3.427 2.494
H 0.238 -1.771 3.128
H 0.509 -2.059 1.415
O 2.719 -2.190 3.668
N 3.361 -2.361 2.620
O 4.180 -3.272 2.441
O 1.679 -1.381 -0.609
```

Properties
Total charge = +2
⟨S²⟩ = 8.7734
Relative energy (zero: lowest compared OMol25 entry of this formula, charge and spin) = 44.1 kcal/mol
Orbital gap (alpha / beta) = 6.030 / 5.094 eV
Largest force on an atom = 5.4 eV/A
HOMO (alpha / beta) = -11.541 / -14.441 eV
Calculated total energy = -54644.004 eV
2S+1 = 6

Atomic partial charges in e from the Löwdin method, atoms 1 to 2: atom 1 (Ir): 1.3820, atom 2 (C): -0.1912